Density functional theory data (ωB97M-V/def2-TZVPD) for 2 unconnected molecules or ions with the total composition C5H15NO.

The geometry in XYZ format:
```
22
Properties=species:S:1:pos:R:3:mulliken_charge:R:1
C -0.620 0.181 2.255 -0.98
C 0.635 -0.415 1.582 -0.69
N 0.523 -0.607 0.137 0.05
C -0.566 -1.557 -0.209 -1.17
C 0.589 0.721 -0.601 0.00
C 1.970 0.847 -1.092 -1.26
H -1.506 -0.410 2.464 0.30
H -0.468 0.771 3.168 0.36
H -0.949 0.973 1.572 0.23
H 1.117 -1.285 2.024 0.46
H 1.427 0.329 1.789 0.27
H -1.501 -1.203 -0.630 0.38
H -0.652 -2.338 0.569 0.38
H 0.013 -2.252 -0.816 0.39
H 0.199 1.484 0.066 0.38
H -0.114 0.530 -1.419 -0.05
H 2.364 1.816 -1.428 0.39
H 2.240 0.095 -1.837 0.32
H 2.733 0.663 -0.315 0.28
O -2.588 0.497 -2.846 -0.67
H -1.769 0.296 -2.366 0.28
H -3.077 0.863 -2.065 0.34
```

Relative energy (zero: lowest compared OMol25 entry of this formula, charge and spin) in kJ/mol: 217.2
Charge: 0
SMILES: CCN(C)CC.O
LUMO level in eV: 0.8062

***

Density functional theory data (ωB97M-V/def2-TZVPD) for 2 unconnected molecules or ions with the total composition C5H15NO.

The geometry in XYZ format:
```
22
Properties=species:S:1:pos:R:3:mulliken_charge:R:1
C -2.058 -1.261 -1.436 -1.18
C -0.672 -0.633 -1.336 -0.39
C -0.037 -0.850 0.037 -0.62
N -0.771 -0.206 1.117 0.00
C -0.562 1.235 1.102 -1.00
C -0.348 -0.751 2.398 -1.02
H -2.722 -0.827 -0.687 0.30
H -2.067 -2.330 -1.232 0.31
H -2.520 -1.100 -2.410 0.36
H -0.023 -1.092 -2.078 0.32
H -0.747 0.425 -1.585 0.27
H -0.034 -1.924 0.240 0.45
H 1.009 -0.488 0.014 0.24
H -1.178 1.717 1.872 0.34
H 0.499 1.500 1.283 0.34
H -0.831 1.645 0.137 0.27
H -0.734 -0.132 3.199 0.34
H 0.751 -0.803 2.487 0.36
H -0.752 -1.759 2.527 0.30
O 3.574 2.062 -1.684 -0.64
H 4.470 2.324 -1.460 0.32
H 3.376 1.288 -1.138 0.31
```

Relative energy (zero: lowest compared OMol25 entry of this formula, charge and spin) in kJ/mol: 86.8
Charge: 0
SMILES: CCCN(C)C.O
LUMO level in eV: 0.7791

***

Density functional theory data (ωB97M-V/def2-TZVPD) for 2 unconnected molecules or ions with the total composition C5H15NO.

The geometry in XYZ format:
```
22
Properties=species:S:1:pos:R:3:mulliken_charge:R:1
C -1.556 -0.822 0.898 -1.04
C -0.600 0.174 0.271 -0.26
N 0.113 1.199 1.179 -0.44
C 1.010 2.241 0.525 0.43
C 1.798 1.770 -0.560 -1.16
C 1.885 2.712 1.806 -1.41
H -1.085 -1.654 0.579 0.35
H -2.616 -0.702 0.493 0.24
H -1.740 -0.794 1.985 0.31
H 0.170 -0.394 -0.374 0.19
H -1.055 0.930 -0.403 0.30
H 0.723 0.699 1.828 0.29
H 0.323 3.036 0.155 0.19
H 2.455 2.629 -0.866 0.35
H 2.377 0.732 -0.462 0.22
H 1.132 1.557 -1.445 0.32
H 2.293 3.722 1.419 0.34
H 1.386 2.965 2.709 0.42
H 2.702 2.062 2.043 0.37
O -2.234 -6.061 -3.395 -0.66
H -2.310 -5.159 -3.823 0.33
H -2.894 -5.984 -2.574 0.33
```

Relative energy (zero: lowest compared OMol25 entry of this formula, charge and spin) in kJ/mol: 250.7
Charge: 0
SMILES: CCNC(C)C.O
LUMO level in eV: 0.7260

***

Density functional theory data (ωB97M-V/def2-TZVPD) for 3 unconnected molecules or ions with the total composition C5H15NO2.

The geometry in XYZ format:
```
23
Properties=species:S:1:pos:R:3:mulliken_charge:R:1
C -1.453 -1.003 -0.503 -0.98
C -0.629 -0.286 -1.269 0.51
N 0.256 -0.872 -2.189 -0.44
C -0.744 1.229 -1.334 -0.92
C -0.524 1.935 0.021 -0.35
C 0.935 1.961 0.475 -1.12
H -2.132 -0.374 0.053 0.25
H -1.416 -2.063 -0.311 0.40
H 0.850 -0.330 -2.785 0.18
H -0.121 -1.685 -2.643 0.24
H -1.767 1.450 -1.646 0.32
H -0.014 1.599 -2.046 0.36
H -1.182 1.436 0.745 0.29
H -0.965 2.912 -0.146 0.33
H 1.423 0.991 0.379 0.24
H 1.005 2.133 1.555 0.34
H 1.437 2.797 -0.007 0.31
O 0.960 -2.605 0.835 -0.73
H 0.763 -1.980 0.126 0.42
H 1.832 -2.294 1.083 0.32
O 0.747 -1.795 3.509 -0.64
H 0.798 -1.863 2.522 0.36
H -0.058 -1.294 3.574 0.30
```

Relative energy (zero: lowest compared OMol25 entry of this formula, charge and spin) in kJ/mol: 116.3
Charge: 0
SMILES: C=C(N)CCC.O.O
LUMO level in eV: 0.7186

***

Density functional theory data (ωB97M-V/def2-TZVPD) for 3 unconnected molecules or ions with the total composition C5H15NO2.

The geometry in XYZ format:
```
23
Properties=species:S:1:pos:R:3:mulliken_charge:R:1
C -1.108 -0.027 1.444 -1.71
C -0.413 0.851 0.468 0.87
C -0.964 2.278 0.399 -1.01
C 0.603 0.488 -0.425 0.56
C 0.690 0.929 -1.881 -1.46
N 1.334 -0.688 -0.204 -0.42
H -1.165 -1.145 1.302 0.28
H -2.255 -0.002 1.442 0.40
H -0.622 0.185 2.473 0.26
H -0.235 2.910 1.051 0.23
H -2.051 2.225 0.584 0.34
H -0.813 2.536 -0.672 0.23
H 0.055 0.281 -2.474 0.25
H 0.446 2.043 -1.959 0.37
H 1.556 0.842 -2.420 0.47
H 1.321 -1.249 0.663 0.24
H 1.502 -1.188 -0.999 0.21
O -0.374 -2.173 -1.847 -0.56
H -0.960 -2.894 -1.724 0.25
H -0.203 -2.588 -2.783 0.29
O 1.334 -1.520 2.484 -0.77
H 1.924 -0.690 2.599 0.36
H 0.400 -1.403 2.479 0.31
```

Relative energy (zero: lowest compared OMol25 entry of this formula, charge and spin) in kJ/mol: 326.8
Charge: 0
SMILES: CC(C)=C(C)N.O.O
LUMO level in eV: 0.3848

***

Density functional theory data (ωB97M-V/def2-TZVPD) for 3 unconnected molecules or ions with the total composition C5H15NO2.

The geometry in XYZ format:
```
23
Properties=species:S:1:pos:R:3:mulliken_charge:R:1
C -0.125 2.234 -1.745 -1.12
C -0.286 0.904 -1.614 0.62
N 0.464 -0.133 -2.119 -0.34
C -1.256 0.510 -0.539 -0.59
C -0.770 0.831 0.833 -0.25
C -1.564 1.854 1.580 -1.12
H -0.552 3.080 -1.191 0.23
H 0.573 2.481 -2.462 0.33
H 0.191 -1.163 -2.006 0.16
H 1.186 0.070 -2.726 0.16
H -1.244 -0.730 -0.624 0.11
H -2.237 0.754 -1.062 0.40
H 0.349 1.244 0.834 0.25
H -0.781 -0.105 1.476 0.28
H -2.631 1.761 1.180 0.27
H -1.319 2.858 1.289 0.26
H -1.462 1.795 2.665 0.34
O 1.571 -2.854 -3.295 -0.64
H 1.964 -3.096 -4.145 0.32
H 0.633 -2.801 -3.462 0.33
O 1.255 -2.000 6.054 -0.64
H 1.821 -2.437 6.701 0.32
H 1.661 -1.938 5.210 0.31
```

Relative energy (zero: lowest compared OMol25 entry of this formula, charge and spin) in kJ/mol: 272.0
Charge: 0
SMILES: C=C(N)CCC.O.O
LUMO level in eV: 0.6182

***

Density functional theory data (ωB97M-V/def2-TZVPD) for 2 unconnected molecules or ions with the total composition C5H15NO2.

The geometry in XYZ format:
```
23
Properties=species:S:1:pos:R:3:mulliken_charge:R:1
C -0.178 -2.262 0.982 -0.74
N -1.397 -1.459 0.986 -0.41
C -1.369 0.017 0.819 -0.38
C -1.061 0.437 -0.603 -0.75
C 0.222 1.112 -1.032 0.62
C 0.144 1.668 -2.463 -1.40
O 1.171 0.063 -1.152 -0.52
H -0.316 -3.451 0.870 0.23
H 0.134 -2.114 2.126 0.29
H 0.645 -1.908 0.408 0.24
H -1.928 -1.658 1.885 0.29
H -0.743 0.526 1.568 0.30
H -2.417 0.350 1.036 0.30
H -1.186 -0.648 -1.141 0.24
H -1.855 1.152 -1.043 0.26
H 0.549 1.862 -0.246 0.19
H 0.153 0.853 -3.114 0.40
H -0.550 2.533 -2.577 0.37
H 1.160 2.067 -2.623 0.36
H 1.319 -0.385 -0.347 0.09
O 2.688 0.219 2.259 -0.63
H 2.267 1.070 2.080 0.31
H 2.545 -0.043 1.322 0.34
```

Relative energy (zero: lowest compared OMol25 entry of this formula, charge and spin) in kJ/mol: 288.5
Charge: 0
SMILES: CNCC[C@H](C)O.O
LUMO level in eV: 0.6208

***

Density functional theory data (ωB97M-V/def2-TZVPD) for 3 unconnected molecules or ions with the total composition C5H15NO2.

The geometry in XYZ format:
```
23
Properties=species:S:1:pos:R:3:mulliken_charge:R:1
C -2.351 0.217 1.376 -0.81
C -1.723 -1.166 1.310 -0.53
C -1.305 -1.678 -0.123 -0.91
C -0.204 -0.696 -0.592 -0.29
C 1.007 -1.089 -0.975 -0.08
N 1.661 -0.528 -2.090 -0.53
H -1.869 0.752 2.189 0.24
H -3.430 0.174 1.346 0.38
H -2.058 0.778 0.484 0.09
H -0.862 -1.391 1.932 0.37
H -2.544 -1.798 1.719 0.31
H -0.977 -2.710 -0.084 0.35
H -2.165 -1.555 -0.770 0.31
H -0.612 0.246 -0.894 0.27
H 1.515 -1.957 -0.578 0.30
H 1.381 0.434 -2.256 0.28
H 2.671 -0.446 -2.014 0.25
O 2.070 0.962 0.842 -0.61
H 2.809 1.511 1.169 0.28
H 1.730 0.845 1.743 0.31
O 0.409 2.838 -0.209 -0.67
H 1.041 2.122 -0.035 0.39
H -0.502 2.565 -0.256 0.31
```

Relative energy (zero: lowest compared OMol25 entry of this formula, charge and spin) in kJ/mol: 196.9
Charge: 0
SMILES: CCC/C=C/N.O.O
LUMO level in eV: 0.3949

***

Density functional theory data (ωB97M-V/def2-TZVPD) for 3 unconnected molecules or ions with the total composition C5H15NO3.

The geometry in XYZ format:
```
24
Properties=species:S:1:pos:R:3:mulliken_charge:R:1
C 1.076 -1.757 -1.388 -1.13
N 0.181 -0.711 -0.920 -0.08
C 0.811 0.612 -0.782 -0.73
C -0.153 1.664 -0.284 -0.72
C -0.569 1.516 1.204 -0.29
C 0.640 1.552 2.119 -0.02
O 0.525 1.426 3.316 -0.50
H 0.693 -2.738 -1.100 0.36
H 1.501 -1.575 -2.367 0.36
H 2.055 -1.712 -0.858 0.38
H -0.131 -0.954 0.017 0.14
H 1.160 0.883 -1.792 0.41
H 1.701 0.618 -0.150 0.44
H 0.158 2.683 -0.428 0.37
H -1.083 1.638 -0.897 0.26
H -0.861 0.448 1.255 -0.03
H -1.422 2.094 1.519 0.45
H 1.614 1.881 1.741 0.38
O -1.930 -0.772 -2.981 -0.66
H -1.538 -0.132 -2.378 0.32
H -1.186 -1.343 -3.129 0.29
O -1.146 -1.859 2.408 -0.64
H -0.392 -2.166 2.945 0.32
H -1.705 -1.295 2.932 0.32
```

Relative energy (zero: lowest compared OMol25 entry of this formula, charge and spin) in kJ/mol: 200.7
Charge: 0
SMILES: CNCCCC=O.O.O
LUMO level in eV: 0.6263

***

Density functional theory data (ωB97M-V/def2-TZVPD) for 3 unconnected molecules or ions with the total composition C5H15NO3S.

The geometry in XYZ format:
```
25
Properties=species:S:1:pos:R:3:mulliken_spin:R:1
O -1.903 0.881 2.647 0.00
C -2.468 0.766 1.540 0.00
C -1.552 0.646 0.275 0.00
C -0.197 -0.084 0.748 0.03
C 0.716 -0.731 -0.268 -0.02
S 1.140 -2.620 -0.020 0.98
C -0.356 -3.756 -0.579 -0.03
N -1.481 1.963 -0.329 0.01
H -3.562 0.789 1.529 0.00
H -1.877 -0.007 -0.483 0.00
H -0.564 -0.765 1.482 -0.02
H 0.474 0.605 1.382 0.00
H 1.671 -0.380 -0.387 -0.01
H 0.313 -0.634 -1.285 0.02
H -0.994 -4.286 0.191 0.02
H 0.206 -4.366 -1.157 0.02
H -1.033 -3.264 -1.275 0.00
H -1.151 2.003 -1.189 0.00
H -0.846 2.622 0.048 0.00
H 3.815 0.132 -3.227 0.00
H 2.337 0.080 -3.071 0.00
O 3.197 -0.378 -3.417 0.00
H 2.114 3.473 2.440 0.00
H 0.646 3.468 2.391 0.00
O 1.356 3.843 2.015 0.00
```

Relative energy (zero: lowest compared OMol25 entry of this formula, charge and spin) in kJ/mol: 174.4
Expectation value of S²: 0.754
Charge: +1
Multiplicity: 2
LUMO level (alpha / beta) in eV: -3.9929 / -8.4615

***

Density functional theory data (ωB97M-V/def2-TZVPD) for 3 unconnected molecules or ions with the total composition C5H15NO4.

The geometry in XYZ format:
```
25
Properties=species:S:1:pos:R:3:mulliken_charge:R:1
C -0.388 -1.603 0.462 -0.99
N -0.635 -1.502 -0.979 -0.27
C -1.528 -0.462 -1.457 -1.01
C -0.950 0.948 -1.488 -0.59
C -0.816 1.630 -0.102 -0.43
C 0.536 2.264 0.187 0.45
O 1.024 2.235 1.284 -0.66
O 1.079 2.793 -0.909 -0.43
H -1.142 -1.073 1.044 0.40
H -0.371 -2.646 0.763 0.33
H 0.557 -1.140 0.745 0.32
H 0.243 -1.283 -1.432 0.29
H -2.486 -0.520 -0.960 0.39
H -1.833 -0.646 -2.477 0.38
H -1.507 1.592 -2.171 0.41
H 0.000 0.981 -2.035 0.41
H -1.449 2.518 -0.159 0.33
H -1.084 0.987 0.725 0.28
H 1.875 3.297 -0.671 0.37
O 2.026 -3.108 0.254 -0.63
H 1.492 -3.489 -0.441 0.32
H 2.899 -2.762 0.040 0.30
O 0.461 0.397 3.474 -0.61
H 0.798 0.793 2.652 0.32
H 1.199 -0.203 3.650 0.32
```

Relative energy (zero: lowest compared OMol25 entry of this formula, charge and spin) in kJ/mol: 110.5
Charge: 0
SMILES: CNCCCC(=O)O.O.O
LUMO level in eV: 0.4084

***

Density functional theory data (ωB97M-V/def2-TZVPD) for 2 unconnected molecules or ions with the total composition C5H15NO7P2.

The geometry in XYZ format:
```
30
Properties=species:S:1:pos:R:3:mulliken_spin:R:1
C 0.749 0.653 2.699 0.01
C -1.798 0.108 -1.754 0.04
C -2.189 -1.297 -1.039 0.04
C 3.084 0.093 -0.840 -0.01
C -0.657 0.802 -1.097 0.71
N -2.429 -1.284 0.464 0.00
O -0.193 2.760 0.727 0.02
O 0.868 -2.435 0.998 0.26
O -2.153 1.174 1.107 0.02
O 2.845 1.441 -0.733 0.00
O 0.069 1.574 -1.949 0.15
O 0.126 0.224 1.418 0.01
O 2.560 -0.736 0.142 0.09
P 1.054 -1.518 -0.146 0.45
P -0.718 1.403 0.586 0.00
H 1.811 0.354 2.731 0.00
H 0.469 0.016 3.632 0.00
H 0.593 1.733 2.836 0.00
H -2.710 0.793 -1.467 0.04
H -1.827 0.061 -2.902 0.00
H -3.080 -1.594 -1.476 0.00
H -1.506 -2.144 -1.303 -0.01
H 2.692 -0.260 -1.796 0.00
H 4.153 0.148 -0.625 0.00
H -3.267 -1.870 0.673 0.00
H -2.414 0.161 0.837 0.00
H -1.609 -1.693 0.896 0.00
H 3.108 1.785 0.146 0.00
H 0.849 1.944 -1.530 0.00
H 1.520 -2.398 -1.233 0.20
```

Expectation value of S²: 2.009
Charge: 0
Multiplicity: 3
LUMO level (alpha / beta) in eV: 0.5918 / -2.1638